(1)
{
  "formula": "C6H15NO2",
  "method": "the ωB97M-V functional and the def2-TZVPD basis",
  "elements": ["C", "N", "C", "C", "O", "C", "C", "C", "O", "H", "H", "H", "H", "H", "H", "H", "H", "H", "H", "H", "H", "H", "H", "H"],
  "coordinates": [[-1.000, -0.394, -2.048], [0.364, -0.340, -1.544], [0.593, -1.020, -0.273], [0.305, -2.523, -0.288], [-0.226, -0.431, 0.705], [0.169, 0.869, 1.141], [-1.024, 1.401, 1.928], [0.664, 1.842, -0.117], [1.307, 0.747, 1.965], [-1.092, 0.318, -2.866], [-1.664, -0.094, -1.241], [-1.302, -1.382, -2.409], [1.030, -0.670, -2.237], [1.652, -0.855, -0.020], [0.505, -2.942, 0.700], [0.946, -3.018, -1.020], [-0.741, -2.698, -0.532], [-0.757, 2.347, 2.400], [-1.872, 1.555, 1.261], [-1.314, 0.692, 2.701], [-0.220, 2.137, -0.662], [1.534, 1.573, -0.706], [1.056, 2.690, 0.430], [1.087, 0.196, 2.730]],
  "forces_ev_per_angstrom": [[0.302, -0.136, 0.024], [0.017, -0.707, -0.298], [0.310, -0.093, -0.474], [0.026, 0.392, 0.263], [-0.199, 0.228, 0.185], [1.057, 0.239, -1.902], [0.332, 0.382, -0.533], [-0.440, -0.144, 3.199], [0.179, 0.071, 0.079], [-0.109, 0.038, -0.052], [-0.134, 0.011, -0.063], [-0.150, -0.023, -0.014], [-0.097, 0.040, 0.105], [-0.145, -0.034, -0.014], [-0.008, -0.040, -0.055], [-0.078, 0.027, 0.016], [-0.025, -0.085, -0.028], [-0.031, -0.020, -0.061], [-0.026, 0.002, 0.047], [0.068, -0.135, -0.015], [0.063, -0.023, -0.490], [-0.497, -0.775, -0.034], [-0.318, 0.708, 0.301], [-0.099, 0.079, -0.184]],
  "e_tot_ev": -12049.7467,
  "e_lumo_ev": 0.91,
  "multiplicity": 1,
  "relative_energy_kcal_mol": 38.4,
  "smiles": "CN[C@H](C)OC(C)(C)O"
}

=====

(2)
{
  "formula": "C43H52BN8O2P2Sr",
  "method": "the ωB97M-V functional and the def2-TZVPD basis",
  "elements": ["Sr", "C", "C", "N", "N", "C", "B", "N", "C", "C", "C", "N", "N", "C", "C", "C", "N", "H", "H", "H", "H", "H", "H", "H", "H", "H", "H", "C", "C", "C", "P", "C", "C", "C", "C", "C", "C", "C", "C", "C", "N", "C", "C", "C", "C", "C", "C", "P", "C", "C", "C", "C", "C", "C", "H", "H", "H", "H", "H", "H", "H", "H", "H", "H", "H", "H", "H", "H", "H", "H", "H", "H", "H", "H", "H", "H", "H", "H", "H", "H", "H", "H", "H", "H", "H", "H", "H", "H", "H", "H", "O", "C", "O", "C", "C", "C", "C", "C", "C", "C", "C", "C", "N", "H", "H", "H", "H", "H", "H"],
  "coordinates": [[0.981, -1.028, 0.160], [4.839, 1.169, -0.913], [3.442, 1.151, -0.957], [2.949, 0.402, 0.020], [4.007, -0.086, 0.714], [5.146, 0.371, 0.168], [3.886, -1.073, 1.936], [2.752, -0.692, 2.925], [2.918, -0.340, 4.212], [1.679, -0.223, 4.802], [0.789, -0.530, 3.765], [1.431, -0.812, 2.645], [3.663, -2.544, 1.462], [4.617, -3.475, 1.288], [4.020, -4.648, 0.883], [2.658, -4.324, 0.827], [2.443, -3.066, 1.175], [5.521, 1.682, -1.567], [2.767, 1.649, -1.639], [6.096, 0.084, 0.590], [4.938, -1.018, 2.521], [3.912, -0.217, 4.611], [1.455, 0.047, 5.819], [-0.290, -0.526, 3.775], [5.651, -3.233, 1.474], [4.493, -5.586, 0.649], [1.823, -4.941, 0.531], [-1.150, 4.682, 2.683], [-0.810, 3.217, 2.939], [-2.017, 2.332, 2.650], [0.701, 2.580, 2.065], [1.895, 3.936, 2.468], [2.089, 3.984, 3.987], [3.246, 3.695, 1.806], [0.304, 2.885, 0.284], [0.744, 4.041, -0.374], [0.518, 4.272, -1.720], [-0.198, 3.328, -2.451], [-0.666, 2.192, -1.823], [-0.429, 1.934, -0.459], [-0.897, 0.723, 0.087], [-2.231, 0.465, 0.016], [-3.186, 1.488, -0.264], [-4.544, 1.289, -0.182], [-5.074, 0.043, 0.147], [-4.177, -0.995, 0.329], [-2.790, -0.847, 0.252], [-1.704, -2.322, 0.223], [-1.998, -3.076, -1.442], [-3.414, -3.165, -1.998], [-1.268, -4.419, -1.510], [-2.249, -3.568, 1.479], [-1.986, -2.994, 2.872], [-3.622, -4.235, 1.426], [-2.118, 4.937, 3.128], [-1.225, 4.877, 1.610], [-0.408, 5.367, 3.096], [-0.553, 3.086, 3.996], [-2.392, 2.503, 1.640], [-2.831, 2.560, 3.345], [-1.784, 1.268, 2.721], [1.509, 4.911, 2.150], [2.430, 3.014, 4.357], [1.176, 4.243, 4.525], [2.847, 4.729, 4.244], [3.686, 2.764, 2.169], [3.183, 3.615, 0.724], [3.935, 4.511, 2.045], [1.293, 4.790, 0.183], [0.891, 5.175, -2.188], [-0.391, 3.471, -3.508], [-1.234, 1.463, -2.379], [-2.822, 2.477, -0.510], [-5.206, 2.127, -0.374], [-6.141, -0.121, 0.219], [-4.576, -1.986, 0.499], [-1.429, -2.390, -2.077], [-4.020, -3.918, -1.491], [-3.368, -3.447, -3.055], [-3.944, -2.215, -1.933], [-1.762, -5.178, -0.897], [-0.230, -4.326, -1.185], [-1.253, -4.790, -2.538], [-1.502, -4.353, 1.310], [-2.642, -2.141, 3.070], [-0.954, -2.661, 2.984], [-2.179, -3.750, 3.639], [-4.422, -3.549, 1.707], [-3.648, -5.058, 2.147], [-3.854, -4.649, 0.446], [3.358, -1.689, -2.910], [2.161, -1.747, -2.643], [1.593, -2.237, -1.617], [1.192, -1.130, -3.670], [1.689, -0.810, -4.966], [0.839, -0.285, -5.885], [-0.518, -0.058, -5.534], [-1.470, 0.486, -6.429], [-2.761, 0.686, -6.030], [-3.157, 0.348, -4.713], [-2.257, -0.178, -3.833], [-0.912, -0.392, -4.227], [-0.045, -0.919, -3.311], [2.734, -0.999, -5.164], [1.178, -0.034, -6.884], [-1.155, 0.743, -7.434], [-3.484, 1.106, -6.717], [-4.179, 0.516, -4.399], [-2.542, -0.421, -2.816]],
  "forces_ev_per_angstrom": [[-0.968, 0.184, 0.733], [0.013, 0.073, 0.010], [0.006, 0.051, 0.044], [0.741, 0.357, 0.101], [-0.238, 0.032, 0.187], [0.113, -0.129, 0.150], [-0.058, -0.084, -0.169], [-0.028, -0.001, -0.197], [0.158, 0.015, -0.010], [0.008, 0.017, -0.020], [-0.136, 0.059, 0.000], [0.432, 0.091, 0.609], [-0.182, 0.158, 0.077], [0.068, 0.041, 0.050], [-0.018, 0.015, -0.015], [-0.078, -0.038, -0.056], [0.363, 0.110, 0.051], [-0.003, -0.011, -0.008], [0.013, -0.006, -0.010], [0.012, 0.033, -0.021], [0.000, -0.020, -0.024], [-0.021, 0.014, 0.019], [-0.008, -0.003, -0.004], [0.008, -0.006, 0.015], [0.001, -0.022, -0.004], [0.004, -0.001, 0.010], [0.020, -0.014, -0.006], [-0.070, 0.043, -0.023], [-0.111, 0.055, 0.115], [-0.048, 0.020, -0.008], [0.014, -0.380, -0.343], [0.029, 0.194, 0.118], [0.008, 0.029, 0.021], [0.127, -0.044, -0.008], [-0.027, 0.170, 0.109], [0.119, 0.025, 0.036], [-0.076, -0.086, -0.047], [0.033, 0.020, 0.051], [0.198, 0.112, 0.038], [-0.302, -0.253, 0.041], [-0.343, 0.049, -0.013], [0.172, -0.121, -0.129], [-0.116, -0.065, -0.055], [-0.011, 0.058, -0.036], [0.077, 0.014, 0.003], [-0.057, -0.105, -0.013], [0.045, 0.018, -0.092], [-0.372, 0.348, 0.048], [0.094, -0.104, -0.032], [-0.065, -0.040, -0.045], [-0.036, -0.096, -0.038], [-0.012, -0.040, 0.114], [-0.016, 0.037, 0.068], [-0.047, -0.037, 0.041], [0.020, -0.024, 0.024], [-0.008, -0.019, -0.004], [0.017, -0.016, 0.000], [-0.015, 0.028, 0.009], [0.063, 0.036, 0.172], [0.000, 0.017, 0.006], [0.030, 0.018, 0.027], [0.002, -0.032, -0.007], [0.008, -0.040, 0.009], [-0.001, 0.022, -0.028], [0.011, -0.018, -0.005], [0.012, -0.069, 0.011], [-0.033, -0.024, -0.104], [0.008, -0.019, 0.012], [-0.035, -0.038, -0.048], [0.002, 0.004, -0.006], [0.004, 0.020, -0.003], [0.015, -0.008, 0.007], [-0.009, 0.008, -0.008], [-0.004, -0.006, 0.006], [-0.005, -0.001, -0.003], [0.013, 0.009, -0.009], [0.007, 0.047, -0.022], [0.022, -0.003, 0.018], [0.001, 0.001, 0.006], [0.026, 0.017, 0.003], [-0.007, 0.007, -0.001], [-0.004, 0.048, 0.007], [-0.017, 0.022, -0.003], [-0.009, -0.010, 0.014], [-0.005, 0.000, -0.019], [0.004, -0.013, -0.047], [-0.010, 0.001, -0.007], [0.018, 0.017, 0.005], [0.009, -0.003, -0.012], [0.017, 0.015, -0.015], [0.020, -0.079, -0.016], [-0.280, -0.083, -0.073], [0.652, -0.540, -1.281], [0.139, 0.007, -0.125], [-0.049, -0.031, 0.114], [-0.028, 0.039, -0.054], [0.086, 0.034, -0.171], [0.027, -0.018, 0.035], [-0.037, -0.022, 0.077], [-0.004, 0.036, -0.087], [0.018, -0.017, -0.025], [-0.011, -0.094, 0.207], [-0.095, 0.036, -0.045], [0.002, 0.001, 0.004], [-0.013, 0.008, 0.000], [-0.001, 0.000, -0.001], [-0.011, -0.001, 0.004], [0.000, 0.005, -0.007], [0.010, -0.009, 0.022]],
  "charge": -1,
  "e_tot_ev": -81549.1694,
  "e_lumo_ev": 2.56,
  "multiplicity": 1,
  "relative_energy_kcal_mol": 21.2
}